Record 1
Formula: C33H97N17O12
Source: the Open Molecules 2025 dataset
Level of theory: ωB97M-V/def2-TZVPD

Results
E_HOMO ... -8.52 eV
Strongest force on any atom ... 0.1442 hartree/bohr
Energy ... -3149.1151 a.u.
Gap between HOMO and LUMO ... 0.307 Ha
SMILES ... COC[C@H](C)N.COC[C@H](C)N.COC[C@H](C)N.COC[C@H](C)N.COC[C@H](C)N.COC[C@H](C)N.COC[C@H](C)N.NC(N)=O.NC(N)=O.NC(N)=O.NC(N)=O.NC(N)=O

```
! wB97M-V def2-TZVPD RIJCOSX def2/J DEFGRID3
* xyz 0 1
O 0.0755 3.7849 5.1193
O -1.9306 5.2353 1.1832
O -0.8238 -2.8379 -2.9180
O 0.1283 -1.5940 1.1069
O -3.3361 -4.8022 0.5282
O 4.0958 -0.3331 -5.5039
O -0.3614 -2.6827 4.7431
O 3.2318 1.1382 -0.5081
O -3.2303 -0.1190 5.5685
O 3.6188 -3.6060 1.1443
O -4.1330 -0.3514 -1.8075
O 0.0849 3.3541 -6.7919
N 1.3501 2.8211 7.5345
N 0.3903 -4.1318 3.2311
N -2.6333 -3.2482 2.0158
N -1.0707 3.9324 -4.3267
N 4.4368 -2.7947 -2.6132
N -0.5157 -3.6701 -6.4898
N 3.3690 3.3419 -1.0532
N -4.1013 -4.6961 2.5920
N 5.9014 -2.0158 2.9886
N -1.9283 -0.4582 3.8081
N -0.7805 -4.8070 4.8911
N -3.4915 0.9999 3.6736
N 0.7132 -0.1756 -0.6542
N 1.1286 0.3758 1.4010
N -2.1939 1.4186 1.0544
N 4.9860 2.0890 -1.4112
N -6.8984 -0.7400 -0.9513
C -0.2843 -2.9775 -5.2895
C 0.5931 -0.5580 0.6338
C 3.7241 -2.3288 1.7289
C 4.5942 -2.5398 3.0555
C -3.1486 2.8475 -0.5608
C 4.8054 -1.0359 -4.4886
C -0.2127 -3.7952 4.3285
C 0.8267 3.0343 -7.9067
C 3.8375 2.1110 -0.9240
C 4.1601 -1.8452 4.3757
C -1.9629 2.7508 0.4955
C -2.8811 -0.5859 -2.5812
C -0.0821 2.9155 -4.4276
C -6.1044 -1.4640 1.2486
C -2.0423 3.8248 1.6279
C -4.4204 -1.2058 -0.7052
C -0.7398 -1.5054 -5.5954
C -0.9807 -3.6369 -4.0954
C -3.3727 -4.2965 1.6659
C -0.2275 1.9170 -3.2805
C -2.9176 0.1108 4.4165
C 2.6109 -1.5784 -3.2810
C 2.5135 -3.7922 0.3633
C 1.0536 4.2303 7.2811
C 0.3810 2.5545 4.5013
C -0.0960 2.2816 -5.8547
C -5.7350 -0.6430 -0.0841
C -1.1829 -3.3610 -1.6142
C 0.9899 4.5888 5.7972
C 3.6773 0.9589 -5.1154
C -2.2570 6.1505 2.2702
C 3.8922 -2.0987 -3.7791
C 2.1012 5.0517 8.0309
H -4.5777 -2.2019 -1.1189
H -4.7087 -5.4273 2.2507
H -1.7872 -0.3757 2.8114
H -0.2670 -0.9400 -4.7923
H -6.4869 -0.4521 -1.8276
H 0.0199 -3.2415 -7.2311
H -2.0079 -3.8197 -4.4109
H 0.6027 5.6074 5.7708
H 0.5320 1.3935 -5.9271
H 1.9724 -2.3308 -2.8180
H -2.8162 -2.8228 2.9134
H 0.4250 -0.9246 -1.2674
H -1.9125 -2.8153 1.4563
H -2.0052 -0.3932 -1.9617
H 2.6052 -4.7389 -0.1691
H 5.8491 -1.0354 2.7516
H -2.8987 0.1595 -3.3763
H 1.1134 2.7471 3.7173
H 4.7821 -2.0310 5.2513
H 0.5272 1.1526 -3.4650
H 0.9913 0.3250 2.4003
H -1.3927 -4.5301 5.6451
H 5.3259 -0.4137 -3.7606
H 4.1165 -0.7561 4.3610
H 0.8621 3.4361 -4.2680
H -2.8520 2.3542 -1.4864
H -0.5792 2.1103 4.2390
H -2.5408 0.7284 0.4038
H 1.4354 0.4925 -0.8826
H -0.1337 2.4708 -2.3463
H -4.1432 1.6616 4.0705
H 2.7660 -1.9185 2.0482
H 0.5533 2.2603 7.2685
H 0.9266 1.8545 5.1340
H -1.0063 2.8731 -0.0124
H -2.9693 3.7411 2.1952
H 0.3349 2.3432 -8.5913
H 2.6997 -0.8321 -2.4916
H -5.5961 0.4034 0.1877
H -1.5031 -3.5888 -6.6857
H -7.0736 -1.0793 1.5660
H -0.4091 -1.1317 -6.5645
H 1.4330 1.2371 0.9702
H -1.2788 4.2379 -5.2666
H 1.2701 2.7066 8.5348
H 0.7668 -2.8331 -5.0397
H -3.1761 1.1057 2.7200
H 4.6175 -3.6031 3.2939
H 5.3403 2.9207 -1.8614
H 4.5582 1.5754 -4.9366
H -4.1121 2.4570 -0.2334
H -3.3054 6.0452 2.5492
H -0.3973 -3.9489 -1.1396
H -0.7396 4.7790 -3.8863
H 4.8774 -3.6484 -2.9252
H 3.6695 -3.0710 -2.0175
H 1.9161 6.1259 8.0312
H 5.4544 -1.7847 -4.9427
H 2.4753 3.5700 -0.6417
H 2.1102 -1.0399 -4.0857
H -2.0148 7.1770 1.9948
H -5.5395 -1.2650 2.1592
H 3.1406 1.3640 -5.9733
H -0.8053 -5.6943 4.4093
H -3.2757 3.9144 -0.7443
H -1.1837 1.3960 -3.3285
H -6.2081 -2.5147 0.9776
H 3.7367 -2.9146 -4.4849
H -1.6748 5.8337 3.1354
H -1.3264 0.9767 1.3231
H 2.2102 4.7188 9.0631
H 3.0091 0.8703 -4.2588
H -3.5920 -1.2358 0.0025
H -0.6395 -4.5815 -3.6719
H -4.0540 -4.2751 3.5088
H 0.1258 -5.0571 2.9247
H 2.2629 -3.0176 -0.3614
H -1.2935 3.6310 2.3959
H 1.5314 -3.8383 0.8339
H 0.1749 4.4044 7.9021
H 0.7780 -3.4303 2.6166
H 3.0733 4.8769 7.5699
H -1.7829 -1.2350 -5.4314
H -2.8829 -1.5921 -3.0003
H 4.1679 -1.6154 1.0345
H -7.1111 -1.7162 -1.0996
H 1.8531 4.5249 5.1348
H 5.4215 1.1780 -1.3887
H 1.6187 2.3554 -7.5908
H -1.2400 -1.0218 4.2863
H -1.4492 -2.6283 -0.8524
H 6.4018 -2.0166 3.8659
H 1.1515 3.9673 -8.3673
H -1.0723 1.8260 -6.0203
H 3.9296 4.0710 -1.4705
H -2.0858 -3.9467 -1.7867
H 3.1969 -2.1423 4.7905
*
```



Record 2
Formula: C33H99O44P11
Source: the Open Molecules 2025 dataset
Level of theory: ωB97M-V/def2-TZVPD

Results
E_HOMO ... -10.29 eV
Strongest force on any atom ... 0.0510 hartree/bohr
Energy ... -8383.1161 a.u.
Gap between HOMO and LUMO ... 0.373 Ha
SMILES ... COP(=O)(OC)OC.COP(=O)(OC)OC.COP(=O)(OC)OC.COP(=O)(OC)OC.COP(=O)(OC)OC.COP(=O)(OC)OC.COP(=O)(OC)OC.COP(=O)(OC)OC.COP(=O)(OC)OC.COP(=O)(OC)OC.COP(=O)(OC)OC

```
! wB97M-V def2-TZVPD RIJCOSX def2/J DEFGRID3
* xyz 0 1
P -3.3557 1.5159 -3.4730
P 5.7035 -1.6881 -2.9587
P 0.4491 -0.8232 0.6511
P -1.6961 -3.2351 -4.9973
P 5.8105 -3.2451 1.9529
P 3.9566 3.0681 1.8450
P 3.1199 2.3124 -6.5240
P 3.4831 -0.8347 7.2756
P -7.0683 1.4241 2.5710
P -0.8329 2.0772 6.2567
P -7.4345 -2.7095 -1.7621
O 3.7005 1.5568 2.2883
O 5.3684 3.4062 2.4202
O -7.7035 -3.2378 -3.1079
O 2.9433 4.0359 2.2724
O 4.2100 1.9451 -7.4113
O 7.1209 -1.8811 -2.6734
O 4.5640 -2.5800 1.1707
O -0.5122 2.2477 7.8049
O -8.6535 1.2630 2.7867
O -0.5512 -3.7819 -4.0450
O -3.2291 0.8991 -2.1420
O 3.0519 -0.4713 5.7913
O -1.7651 -1.6491 -4.7723
O -0.9793 0.4950 6.0608
O -1.9971 1.5837 -4.2584
O 1.6212 -0.4935 1.6844
O -8.0705 -3.6378 -0.6439
O 2.9504 1.5607 -5.1559
O 4.7047 -1.8456 7.0030
O 5.3361 -0.5676 -4.0581
O 0.1160 2.7010 5.3412
O 5.6924 -4.6888 2.2356
O 4.3168 3.0135 0.2762
O -6.9798 1.5333 0.9759
O -6.5537 -0.0851 2.8668
O -2.3322 2.6608 6.2326
O -0.8246 -0.6667 1.6397
O 0.4680 0.5429 -0.2004
O 3.8507 0.2855 8.1338
O 5.8932 -2.2145 3.1477
O 1.6040 2.0991 -7.1010
O -3.9977 2.9616 -3.5132
O -6.4910 2.4689 3.4460
O 0.5377 -2.0829 -0.0850
O -5.9273 -2.6147 -1.2906
O -4.3061 0.7107 -4.4621
O 7.0865 -2.8996 1.0437
O 2.2864 -1.8018 7.8057
O -2.9668 -3.7498 -4.1442
O -1.6448 -3.6865 -6.3864
O -8.0166 -1.2286 -1.4587
O 3.1796 3.8717 -6.1147
O 4.7962 -1.2972 -1.7315
O 4.9562 -2.9726 -3.5403
C -4.9768 -1.6884 -1.7679
C -1.8442 2.4111 -5.4173
C 4.4337 -3.1798 6.5938
C 1.2099 -1.1802 8.4851
C 3.4403 2.0405 -3.9075
C 4.5206 0.5593 1.6571
C 3.7597 -3.3701 0.2903
C -4.3225 -3.5395 -4.5028
C 3.2165 3.0759 -0.6782
C 3.3756 -1.2392 -1.8367
C -8.5918 -0.4479 -2.5072
C 0.0426 0.4417 -1.5563
C 7.0047 -1.7863 0.1495
C -0.4245 3.6078 8.2786
C 2.9733 0.8695 5.2896
C -6.1004 -0.3541 4.1780
C -0.2463 -3.4870 -2.7036
C -5.6852 1.0458 -4.6627
C 6.3075 0.0083 -4.9252
C 6.0567 4.6323 2.3540
C -3.9827 3.9099 -2.4490
C 5.6406 -4.2427 -3.6067
C -3.0986 2.8294 5.0631
C -9.2082 1.6871 4.0475
C -0.7211 -0.0899 4.7534
C 1.9504 -1.5922 2.5548
C 6.9779 -2.4547 4.0868
C -2.1079 -0.6100 0.9825
C -0.9420 -0.8287 -5.5859
C -6.0022 0.6770 0.3535
C 2.0295 4.6042 -5.7413
C -7.8615 -3.4349 0.7640
C 1.3933 2.3373 -8.4880
H -6.7800 -3.3666 0.8926
H 5.4217 1.0121 1.2474
H 0.8441 -3.4322 -2.6714
H 3.8655 1.0094 4.6855
H 1.2783 1.4102 -9.0499
H 7.0002 4.5440 1.8160
H -9.5418 -0.0080 -2.2045
H -3.8720 2.0759 4.9296
H 2.8597 1.6473 6.0421
H -4.8109 3.7614 -1.7538
H 4.8619 -3.9545 7.2348
H 2.1042 0.9848 4.6423
H 0.9403 0.7381 -2.1134
H -5.1049 0.4021 0.9079
H -0.2066 -0.2865 -4.9886
H -2.2395 0.3849 0.5491
H 3.0993 4.0964 -1.0322
H 0.3455 3.6509 9.0453
H -1.4797 -0.1066 -6.2007
H -1.3807 3.8244 8.7521
H 6.7231 -0.8133 0.5609
H 0.1378 -0.7116 5.0074
H 2.5616 2.2299 -3.2851
H -3.6121 3.7912 5.0455
H 4.8623 -3.3556 5.6080
H -6.8399 -0.9906 4.6752
H 4.8844 -5.0196 -3.6631
H -0.7296 -4.0588 -1.9183
H 6.4768 1.0498 -4.6776
H -1.0083 2.1060 -6.0350
H -4.6427 -4.3873 -5.1069
H -8.6700 1.2198 4.8829
H 4.0181 1.2943 -3.3675
H 5.9105 -0.0355 -5.9477
H 6.5795 -2.3181 5.0866
H 1.6196 -0.6614 9.3543
H -2.1373 -1.3314 0.1623
H -1.4741 -0.8257 4.4669
H -2.5155 2.8544 4.1374
H -4.5305 -2.6250 -5.0652
H 2.1831 2.9206 -8.9621
H -3.9660 4.9097 -2.8671
H 1.2463 4.0843 -5.2010
H 6.4604 -4.3005 -4.3152
H 2.9583 -1.9984 -1.1759
H 3.0226 -1.7717 2.5215
H -0.2492 -0.5266 -1.9694
H 2.7289 -3.3165 0.6370
H 2.3648 2.6418 -0.1529
H -0.6342 0.6745 3.9897
H -4.3820 -1.2143 -0.9899
H 7.8269 -1.7788 3.9796
H 5.4476 5.4677 2.0132
H -5.8579 0.5037 4.8009
H 6.3397 -2.0055 -0.6830
H -5.7841 1.6023 -5.5909
H 6.0698 -4.3609 -2.6057
H -2.8448 -0.8056 1.7575
H 7.1652 -0.6228 -5.1682
H -8.8557 2.7095 4.2005
H -7.9330 0.3685 -2.7980
H -5.6409 1.3157 -0.4562
H 4.1269 -4.3924 0.2288
H -0.1815 4.3027 7.4781
H 4.0036 2.9708 -3.9523
H 3.0255 -0.2695 -1.4747
H -8.4144 -2.5689 1.1207
H 0.4597 2.8896 -8.6099
H -6.3947 -0.2530 -0.0477
H 2.4140 5.4341 -5.1405
H 2.9275 -1.3558 -2.8246
H 1.4283 -2.5132 2.2805
H 8.0323 -1.6368 -0.1843
H -4.9810 -3.4442 -3.6390
H -5.1997 -0.9761 4.2313
H -3.1247 3.7392 -1.7929
H -0.4407 -2.4259 -2.4949
H -6.1107 1.7110 -3.9047
H -8.1764 -4.3439 1.2711
H 6.3655 4.8753 3.3747
H -0.3375 -1.3857 -6.3078
H -2.7654 2.5931 -5.9773
H 3.3635 -3.3811 6.5970
H -1.7081 3.4204 -5.0090
H -6.2551 0.1273 -4.5453
H 7.3733 -3.4551 3.9063
H 3.7586 -2.9433 -0.7152
H 1.5903 -1.4107 3.5677
H 3.9450 -0.1686 1.0929
H -0.8012 1.1126 -1.7126
H -5.3375 -0.8144 -2.3215
H -8.8270 -1.1096 -3.3414
H 0.6781 -0.4229 7.8975
H 4.9427 -0.0146 2.4957
H -4.3213 -2.1366 -2.5161
H -10.2544 1.4207 4.0993
H 0.4142 -1.8674 8.7674
H 3.5304 2.4196 -1.4905
H 1.5625 5.1967 -6.5355
*
```



Record 3
Formula: C34H14Cl3F15GeN2OS3SiYb
Source: the Open Molecules 2025 dataset
Level of theory: ωB97M-V/def2-TZVPD

Results
E_HOMO (alpha / beta) ... -5.77 / -5.78 eV
Strongest force on any atom ... 0.0383 hartree/bohr
Energy ... -9087.3266 a.u.
Gap between HOMO and LUMO (alpha / beta) ... 0.288 / 0.289 Ha
⟨S²⟩ ... 0.7510

```
! wB97M-V def2-TZVPD RIJCOSX def2/J DEFGRID3
* xyz -1 2
Yb 0.5878 -1.1643 -2.0544
Ge -1.4735 1.4855 0.1260
Cl -0.6517 -3.4404 -2.1343
Cl -2.6623 -3.3616 -4.8052
Cl -2.2893 -0.9416 -2.5869
S 2.7733 0.4762 -1.7091
S 3.3218 0.9148 1.1617
S -0.3974 -0.3282 0.3586
Si -1.1512 -2.1212 -4.1407
F -6.2558 -0.3268 1.5993
F 2.1476 5.2904 -0.4065
F -0.3032 1.1487 -2.8353
F -1.7413 2.2819 3.1119
F -4.1311 2.9638 -0.7402
F -1.2343 1.9596 -5.2177
F 0.6865 7.2137 0.8327
F -5.0346 3.7986 -3.1335
F -4.2534 0.1144 -0.2043
F -5.9821 0.5646 4.1425
F -2.8240 4.1923 1.4914
F -3.6023 3.2911 -5.3839
F -3.7339 1.8592 4.9105
F -1.8064 6.6640 1.7316
F 1.0724 2.7927 -0.6813
O 1.7503 -2.0942 -3.4544
N 2.7243 -1.4449 0.1780
N 2.2503 -2.2477 -0.8440
C -3.8628 1.4510 3.6445
C -3.8782 3.1373 -3.0523
C -3.3963 2.7019 -1.8285
C 4.0907 -3.7801 -0.3556
C -0.8388 3.3858 0.4854
C 1.8114 -0.0038 5.8484
C 2.6774 -5.4595 -2.3923
C 1.9984 -3.3798 -3.4659
C -1.5749 4.4076 1.0582
C -1.4848 1.8239 -2.8734
C 1.9331 -5.5010 -4.6608
C 0.7498 -0.8584 5.5990
C 2.7513 0.2425 4.8577
C 2.8753 -0.2002 -0.1295
C 0.9489 4.9934 0.0951
C -1.9360 2.2218 -4.1139
C -2.8656 1.6721 2.7125
C -5.1461 0.3283 1.9548
C 3.7387 -0.1612 2.5914
C 0.6146 -1.4366 4.3445
C 2.3891 -6.1801 -3.5344
C -2.9918 1.2724 1.3947
C 0.4061 3.7269 -0.0125
C -4.1294 0.5694 1.0495
C -5.0111 0.7830 3.2554
C 2.8880 -3.3268 -1.1352
C 0.1976 5.9795 0.7114
C 1.5599 -1.1984 3.3590
C -1.0709 5.6922 1.1788
C 2.4928 -4.0787 -2.3284
C 2.6504 -0.3675 3.6102
C 1.7597 -4.1345 -4.6305
C -3.1468 2.8866 -4.1989
C -2.1909 2.0364 -1.7036
H 3.5858 0.9058 5.0576
H 1.6995 -6.0478 -5.5666
H 4.5892 0.3395 3.0531
H -0.2275 -2.0824 4.1294
H 1.4048 -3.5974 -5.5029
H 2.5107 -7.2552 -3.5491
H 3.8468 -4.6725 0.2243
H 4.4036 -2.9942 0.3247
H 0.0316 -1.0773 6.3797
H 1.4603 -1.6574 2.3874
H 1.9174 0.4635 6.8199
H 4.0570 -1.1016 2.1454
H 4.9024 -4.0231 -1.0398
H 3.0230 -5.9862 -1.5105
*
```



Record 4
Formula: C34H15F15GeN5OS7Sr
Source: the Open Molecules 2025 dataset
Level of theory: ωB97M-V/def2-TZVPD

Results
E_HOMO (alpha / beta) ... -0.78 / -1.59 eV
Strongest force on any atom ... 0.0060 hartree/bohr
Energy ... -8046.7385 a.u.
Gap between HOMO and LUMO (alpha / beta) ... 0.148 / 0.178 Ha
⟨S²⟩ ... 0.7678

```
! wB97M-V def2-TZVPD RIJCOSX def2/J DEFGRID3
* xyz -2 2
Sr 2.6483 2.6964 1.1375
Ge -1.2387 -1.4919 -0.6593
S 4.0054 3.2814 -1.4249
S 3.7923 2.2287 4.0683
S 3.0273 5.6061 1.2015
S 5.3820 5.6725 -2.4628
S 6.3427 8.4992 -2.6569
S 0.2597 -0.2886 0.1407
S 4.6178 7.4761 -0.4333
F -0.4830 -0.2511 -3.3248
F -3.0970 -0.0446 1.2174
F -6.4072 1.6846 -1.6025
F -5.3056 1.4467 0.8711
F -0.6549 -2.5692 2.3779
F 0.6823 -5.5300 -3.6691
F -5.2869 0.4020 -3.7163
F -0.5178 -4.5983 -1.4762
F -3.4032 -3.5777 -1.3356
F -3.8609 -5.9492 2.6769
F -1.8732 -4.4726 3.7841
F -4.6215 -5.4958 0.1040
F 1.3184 -3.8527 -5.7092
F 0.7266 -1.2065 -5.5245
F -3.0894 -1.0801 -3.3878
O 3.4629 0.1083 1.4641
N 0.1537 3.1534 0.7362
N 3.0671 -0.1959 4.9621
N 1.4664 0.9475 3.8021
N 3.3444 -0.7838 0.5301
N 1.0082 1.8907 2.9126
C -3.0090 -3.7616 -0.0620
C -2.5362 3.6477 0.2587
C -0.2238 -1.5583 -3.3820
C -1.5606 4.1055 -0.6425
C -1.9950 -2.9768 0.4587
C 3.0548 -2.6623 -1.4763
C -5.2958 0.9595 -1.4306
C -0.2405 3.8365 -0.3333
C -3.6467 -4.7570 0.6524
C -3.5717 -0.4390 -2.3110
C 4.3725 4.9787 -1.2066
C -0.2565 -3.7153 -2.4620
C 3.5389 -1.3933 -1.7542
C 0.7073 -3.3753 -4.6187
C 2.7141 -2.9613 -0.1689
C -4.7314 0.8406 -0.1754
C -2.2480 -4.2376 2.5188
C -0.7851 2.6640 1.6055
C -1.6317 -3.2479 1.7667
C 0.3760 -4.2258 -3.5831
C 2.8541 -2.0047 0.8127
C 4.0012 5.8431 -0.2259
C -1.2463 1.0455 3.5183
C -4.7187 0.3098 -2.5060
C -2.9549 -0.5549 -1.0772
C 2.7104 0.9581 4.2560
C 3.6832 -0.4733 -0.7418
C 0.4059 -2.0279 -4.5204
C -3.2602 -4.9922 1.9595
C 5.4881 7.2774 -1.8901
C -2.1590 2.9432 1.3704
C -0.3180 1.9047 2.7129
C -3.5834 0.0855 -0.0241
C -0.5876 -2.3830 -2.3264
H 4.0603 -0.1808 5.1409
H -1.2838 0.0277 3.1099
H 2.8072 -1.0454 4.4774
H 2.2994 -3.9222 0.1030
H -3.5865 3.8612 0.0884
H -1.8151 4.6621 -1.5331
H -0.9269 0.9879 4.5629
H -2.9122 2.6045 2.0670
H -2.2644 1.4252 3.5146
H 0.5590 4.1941 -0.9766
H 2.5569 -2.1347 1.8404
H 3.8030 -1.0922 -2.7582
H 4.0438 0.5387 -0.8807
H 2.9329 -3.3928 -2.2646
H 0.9136 0.1088 3.9335
*
```